This record from the Open Molecules 2025 dataset describes 6 unconnected molecules or ions with the total composition C15H28NO18S2. The level of theory is ωB97M-V/def2-TZVPD.

Computed properties:
* HOMO energy: -6.170 eV
* E_LUMO: 2.12 eV
* F_max: 10.0 eV/A

```
! wB97M-V def2-TZVPD RIJCOSX def2/J DEFGRID3
* xyz -1 1
N 2.695 -0.483 -0.158
O 1.928 0.607 -0.379
O 3.816 -0.415 -0.473
O 2.168 -1.563 0.251
O -4.522 -3.226 -1.160
S -4.408 -3.190 0.213
O -4.957 -4.284 0.970
O -2.707 -3.121 0.465
C -2.003 -4.290 0.171
C -0.483 -4.137 0.557
C -5.046 -1.627 0.848
H -2.082 -4.679 -0.971
H -2.406 -5.093 0.740
H 0.068 -3.279 -0.029
H -0.065 -5.072 0.338
H -0.372 -4.181 1.593
H -6.055 -1.713 0.869
H -4.675 -0.744 0.106
H -4.643 -1.621 1.864
O -2.343 -0.068 -3.620
S -1.785 1.077 -4.386
O -1.844 2.391 -3.787
O -0.172 0.798 -4.765
C 0.670 1.052 -3.658
C 2.123 0.747 -3.881
C -2.655 0.947 -5.883
H 0.384 0.620 -2.837
H 0.768 2.086 -3.432
H 2.252 -0.504 -3.924
H 2.701 1.075 -2.988
H 2.514 1.142 -4.730
H -3.631 1.138 -5.701
H -2.555 -0.058 -6.185
H -2.151 1.879 -6.533
C -1.574 0.251 0.208
C -1.183 0.162 1.598
O -1.800 1.151 2.417
C -2.700 1.722 1.656
O -3.498 2.519 1.990
O -2.656 1.189 0.382
H -2.007 -0.691 -0.270
H -0.743 0.792 -0.447
H 0.072 0.189 1.607
H -1.642 -0.981 2.038
C 3.679 -0.362 3.118
C 5.104 -0.843 2.436
O 5.731 -1.505 3.435
C 5.206 -1.161 4.718
O 5.658 -1.555 5.725
O 4.020 -0.557 4.478
H 2.594 -0.908 2.982
H 3.591 0.588 2.794
H 5.731 -0.129 1.999
H 4.831 -1.602 1.688
C 1.414 4.348 2.492
C 1.244 2.976 1.628
O 0.489 3.574 0.623
C 0.611 4.826 0.537
O 0.041 5.459 -0.353
O 1.264 5.273 1.450
H 2.284 4.092 2.646
H 1.023 4.358 3.468
H 0.615 2.281 2.299
H 2.074 2.337 1.153
*
```

Results of the Mulliken charge analysis, in e, for atoms 1 through 5: atom 1 (N): 0.8199, atom 2 (O): -0.5689, atom 3 (O): -0.5961, atom 4 (O): -0.5691, atom 5 (O): -0.5904

This record from the Open Molecules 2025 dataset describes a molecular structure, C15H28NO2Ti. The level of theory is ωB97M-V/def2-TZVPD.

Computed properties:
* HOMO energy (spin up / spin down): -15.331 / -15.225 eV
* E_LUMO (spin up / spin down): -6.88 / -6.64 eV
* F_max: 2.7 eV/A

```
! wB97M-V def2-TZVPD RIJCOSX def2/J DEFGRID3
* xyz 2 2
C 1.682 -1.487 1.361
H 2.205 -1.231 2.286
H 1.605 -2.584 1.354
H 0.637 -1.117 1.472
C 2.487 -0.991 0.168
H 1.844 -0.808 -0.718
H 2.979 -0.042 0.415
C 3.533 -2.041 -0.195
H 4.174 -1.700 -1.009
H 4.165 -2.262 0.669
H 3.053 -2.970 -0.510
C -1.898 0.564 -1.078
C -0.835 -0.082 -1.838
C -0.707 -1.439 -1.359
C -1.615 -1.612 -0.257
C -2.357 -0.392 -0.076
C -3.437 -0.175 0.925
C -1.842 -2.877 0.504
C 0.137 -2.518 -1.941
C -0.069 0.531 -2.958
C -2.477 1.914 -1.323
Ti -0.283 0.199 0.262
H -2.186 -2.670 1.528
H -2.621 -3.487 0.017
H -0.941 -3.504 0.584
H -3.254 -0.768 1.832
H -3.508 0.882 1.217
H -4.417 -0.479 0.526
H -1.806 2.548 -1.915
H -3.432 1.833 -1.871
H -2.692 2.433 -0.378
H 0.922 0.069 -3.078
H -0.598 0.421 -3.920
H 0.080 1.605 -2.788
H 0.672 -3.083 -1.160
H -0.463 -3.253 -2.505
H 0.893 -2.120 -2.630
N 1.992 3.636 2.226
C 0.531 3.744 1.905
C 0.236 2.425 1.283
O -0.821 1.738 1.533
O 1.160 1.900 0.583
H 2.162 3.174 3.129
H 2.443 4.552 2.290
H 2.382 3.070 1.439
H -0.094 3.889 2.807
H 0.379 4.565 1.192
*
```

Results of the Mulliken charge analysis, in e, for atoms 1 through 5: atom 1 (C): -0.8457, atom 2 (H): 0.4075, atom 3 (H): 0.4450, atom 4 (H): 0.1607, atom 5 (C): 0.4534

This record from the Open Molecules 2025 dataset describes a molecular structure, C15H29As2NO7P2S4Ta. The level of theory is ωB97M-V/def2-TZVPD.

Computed properties:
* HOMO energy: -5.490 eV
* E_LUMO: 1.33 eV
* F_max: 1.9 eV/A

```
! wB97M-V def2-TZVPD RIJCOSX def2/J DEFGRID3
* xyz -1 1
Ta 0.783 -0.798 0.261
O -1.778 -1.774 0.095
P -1.119 -2.621 1.304
O -1.975 -3.447 2.135
O -0.238 -1.466 1.908
O 0.004 -3.409 0.417
P 0.166 -3.364 -1.251
O 1.422 -4.243 -1.506
O -1.112 -3.727 -1.869
O 0.641 -1.882 -1.452
H -2.229 -2.392 -0.514
H 2.206 -3.661 -1.742
C -3.528 0.907 1.181
N -2.217 0.819 1.774
C -2.310 0.619 3.207
C -1.420 1.981 1.423
C -0.029 1.977 2.012
C 0.225 2.962 2.967
C 1.476 3.114 3.538
C 2.498 2.284 3.113
C 2.254 1.308 2.159
C 0.986 1.089 1.598
H -4.102 1.775 1.556
H -4.101 0.004 1.397
H -3.435 1.005 0.100
H -2.812 1.464 3.712
H -1.316 0.502 3.634
H -2.879 -0.290 3.409
H -1.930 2.910 1.741
H -1.363 2.013 0.330
H -0.584 3.625 3.260
H 1.652 3.879 4.286
H 3.500 2.398 3.509
H 3.095 0.715 1.829
S 3.716 -2.280 -2.491
As 3.789 -0.773 -1.010
S 2.162 0.759 -1.130
S 2.767 -1.769 0.877
S 5.496 0.132 -0.331
C -3.596 -0.594 -2.549
C -2.942 0.777 -2.695
As -1.044 0.706 -2.168
C -0.332 -0.286 -3.703
C -0.706 0.260 -5.073
C -0.404 2.526 -2.586
C -1.416 3.473 -3.220
H -4.595 -0.608 -2.989
H -3.699 -0.866 -1.498
H -3.012 -1.380 -3.035
H -3.450 1.520 -2.078
H -3.008 1.128 -3.726
H -0.644 -1.324 -3.587
H 0.748 -0.280 -3.546
H -1.769 0.136 -5.290
H -0.156 -0.267 -5.856
H -0.467 1.321 -5.173
H 0.470 2.397 -3.225
H -0.031 2.943 -1.649
H -1.782 3.103 -4.179
H -0.969 4.454 -3.396
H -2.284 3.627 -2.577
*
```

Results of the Mulliken charge analysis, in e, for atoms 1 through 5: atom 1 (Ta): 1.0941, atom 2 (O): -0.2676, atom 3 (P): 0.7790, atom 4 (O): -0.8071, atom 5 (O): -0.5235

This record from the Open Molecules 2025 dataset describes a molecular structure, C15H29AsF6HgO13S3. The level of theory is ωB97M-V/def2-TZVPD.

Computed properties:
* HOMO energy (spin up / spin down): -4.984 / -4.844 eV
* E_LUMO (spin up / spin down): 2.05 / 0.06 eV
* F_max: 5.2 eV/A

```
! wB97M-V def2-TZVPD RIJCOSX def2/J DEFGRID3
* xyz -1 2
Hg -0.415 -0.865 0.063
O -2.044 -1.519 1.851
C -1.858 -2.876 1.907
O -2.710 -3.660 2.359
O -0.809 -3.332 1.532
H -2.949 -1.204 1.915
O -3.635 -2.545 -2.569
C -2.347 -2.515 -2.185
O -1.438 -3.080 -2.772
O -2.103 -1.927 -1.117
H -3.709 -3.186 -3.279
C 2.525 -2.661 -0.221
O 1.250 -2.355 -0.825
H 2.481 -3.309 0.654
H 3.179 -3.129 -0.957
H 3.152 -1.803 0.022
As 1.849 2.364 0.862
F 0.307 3.401 0.586
F 2.648 2.811 -0.735
F 3.175 1.204 1.274
F 1.268 2.124 2.549
F 0.882 0.990 0.165
F 2.666 3.841 1.546
C 1.742 -2.141 5.358
C 2.740 -1.129 4.813
C 1.991 0.128 4.579
S 0.460 -0.533 3.679
O 0.594 -0.630 2.205
O -0.674 0.125 4.372
C 0.642 -2.236 4.330
H 1.509 -1.762 6.353
H 2.282 -3.080 5.482
H 3.280 -1.428 3.914
H 3.703 -1.015 5.310
H 2.422 1.011 4.109
H 1.618 0.325 5.584
H 0.923 -2.923 3.532
H -0.325 -2.610 4.665
C -4.776 3.095 -0.237
C -5.375 2.033 -1.128
C -4.391 0.908 -1.282
S -2.657 1.665 -1.179
O -2.082 1.918 -2.510
O -1.947 0.955 -0.113
C -3.189 3.234 -0.555
H -4.880 2.893 0.829
H -5.185 4.037 -0.602
H -5.700 2.535 -2.040
H -6.262 1.819 -0.531
H -4.580 0.240 -2.123
H -4.509 0.208 -0.455
H -2.844 4.010 -1.238
H -2.685 3.133 0.407
C 3.641 1.279 -3.506
C 2.823 1.314 -4.863
C 1.341 0.869 -4.773
S 1.317 -0.416 -3.329
O 1.336 -1.822 -3.840
O 0.318 0.003 -2.299
C 3.189 -0.090 -2.843
H 3.191 2.136 -3.005
H 4.714 1.459 -3.441
H 3.331 0.554 -5.456
H 2.863 2.270 -5.386
H 0.907 0.355 -5.630
H 0.755 1.758 -4.541
H 3.669 -0.869 -3.436
H 3.395 -0.355 -1.806
*
```

Results of the Mulliken charge analysis, in e, for atoms 1 through 5: atom 1 (Hg): 3.1371, atom 2 (O): -0.2063, atom 3 (C): 0.6200, atom 4 (O): -0.8254, atom 5 (O): -0.5692

This record from the Open Molecules 2025 dataset describes a molecular structure, C15H29AsFeO9P2S. The level of theory is ωB97M-V/def2-TZVPD.

Computed properties:
* HOMO energy (spin up / spin down): -8.370 / -7.739 eV
* E_LUMO (spin up / spin down): 0.63 / 0.63 eV
* F_max: 3.8 eV/A

```
! wB97M-V def2-TZVPD RIJCOSX def2/J DEFGRID3
* xyz 0 5
Fe 0.187 -0.204 -0.220
O -1.755 -1.271 -0.109
As -0.873 -2.552 1.020
O 0.724 -1.863 0.814
O 2.078 0.667 0.236
C -1.333 -1.772 2.802
C -1.090 -2.815 3.619
C -0.909 -2.652 4.985
C -1.051 -1.396 5.541
C -1.391 -0.303 4.741
C -1.550 -0.514 3.377
S -1.914 0.894 2.322
O -3.054 0.489 1.558
O -1.942 2.103 3.081
O -0.699 0.917 1.381
H -2.386 -0.748 0.364
H -0.954 -3.806 3.269
H -0.797 -3.576 5.575
H -0.994 -1.204 6.579
H -1.529 0.650 5.240
C -0.207 0.168 -6.189
C -0.596 1.273 -5.283
O -0.846 0.820 -3.888
P 0.347 0.931 -2.814
O 0.680 -0.605 -2.305
C -0.006 -1.716 -2.987
C 0.909 -2.922 -2.783
O -0.753 1.109 -1.572
C -1.661 2.244 -1.292
C -2.946 2.162 -2.152
H -0.548 0.346 -7.161
H -0.593 -0.790 -5.773
H 0.853 0.089 -6.244
H -1.523 1.715 -5.663
H 0.183 2.093 -5.285
H -0.177 -1.533 -4.041
H -0.948 -1.866 -2.454
H 1.855 -2.763 -3.243
H 0.365 -3.803 -3.139
H 1.102 -3.095 -1.705
H -1.045 3.112 -1.610
H -1.885 2.084 -0.212
H -2.840 2.458 -3.192
H -3.760 2.719 -1.646
H -3.236 1.147 -2.226
C 2.578 -0.511 2.658
P 2.629 0.920 1.597
C 4.342 1.359 1.301
C 1.903 2.258 2.566
H 3.112 -0.315 3.560
H 2.984 -1.339 2.163
H 1.493 -0.687 2.933
H 5.023 1.274 2.200
H 4.399 2.387 0.982
H 4.736 0.654 0.545
H 2.661 2.598 3.262
H 0.955 1.919 3.016
H 1.695 3.062 1.905
*
```

Results of the Mulliken charge analysis, in e, for atoms 1 through 5: atom 1 (Fe): 1.8231, atom 2 (O): -0.6740, atom 3 (As): 0.2727, atom 4 (O): -0.7189, atom 5 (O): -0.7235

This record from the Open Molecules 2025 dataset describes a molecular structure, C15H29Br3NO13S2Tl. The level of theory is ωB97M-V/def2-TZVPD.

Computed properties:
* HOMO energy: -13.407 eV
* E_LUMO: -12.23 eV
* F_max: 5.4 eV/A

```
! wB97M-V def2-TZVPD RIJCOSX def2/J DEFGRID3
* xyz 2 1
Tl -7.974 2.911 1.534
N -1.161 0.247 0.237
O -0.435 1.197 -0.055
O -0.646 -0.842 0.232
O -2.305 0.362 0.503
O -2.387 4.117 5.793
C -1.472 4.648 6.412
O -1.525 5.167 7.634
C -0.324 5.839 8.028
C 0.684 5.244 7.019
C -0.147 4.996 5.816
H 0.045 5.437 8.971
H -0.285 6.899 7.775
H 1.108 4.273 7.277
H 1.559 5.893 6.979
H 0.137 4.143 5.200
H -0.323 5.919 5.263
O -2.800 7.132 -1.804
C -2.039 7.813 -2.528
O -2.425 8.350 -3.613
C -1.466 8.997 -4.323
C -0.213 8.539 -3.623
C -0.578 8.226 -2.147
H -1.531 10.083 -4.391
H -1.569 8.759 -5.382
H 0.551 9.316 -3.602
H 0.147 7.706 -4.227
H -0.739 9.109 -1.529
H -0.087 7.394 -1.641
O 4.928 -8.727 3.375
S 4.728 -7.304 3.634
O 4.917 -6.842 4.988
O 5.632 -6.397 2.565
C 5.438 -4.982 2.516
C 6.766 -4.239 2.346
C 3.002 -6.821 3.181
H 4.930 -4.620 3.410
H 4.747 -4.907 1.677
H 7.305 -4.507 3.255
H 6.676 -3.201 2.025
H 7.234 -4.854 1.577
H 2.693 -7.120 2.179
H 2.903 -5.739 3.093
H 2.361 -7.432 3.816
O -2.733 -7.744 -6.578
S -3.633 -6.661 -6.447
O -3.236 -5.399 -7.046
O -5.199 -7.158 -6.874
C -5.529 -8.450 -6.576
C -6.811 -8.602 -7.460
C -3.884 -6.415 -4.652
H -5.670 -8.715 -5.528
H -4.853 -9.277 -6.791
H -6.933 -9.677 -7.595
H -6.710 -8.273 -8.495
H -7.746 -8.111 -7.192
H -2.936 -6.076 -4.235
H -4.055 -7.456 -4.375
H -4.783 -5.811 -4.533
C 5.590 6.633 0.975
Br 6.514 5.698 2.493
Br 6.589 6.636 -0.796
Br 5.285 8.604 1.479
H 4.675 6.074 0.784
*
```

Results of the Mulliken charge analysis, in e, for atoms 1 through 5: atom 1 (Tl): 1.0004, atom 2 (N): 1.2264, atom 3 (O): -0.3322, atom 4 (O): -0.3169, atom 5 (O): -0.3902

In the order shown, the computed energy values come out to -2793.47140; -1642.55771; -7974.90968; -5749.98946; -5846.64250; -10311.59126 hartree.